# 1
Density functional theory data (wB97M-V/def2-TZVPD) for a cluster of 2 separate species, CH3FP2 in total at a distorted geometry.

energy relative to the best compared isomer or geometry (same formula, charge and spin): 10.1 kcal/mol
total energy: -22374.01205 eV
2S+1: 3

Element x y z (Å)
C 0.62 -0.79 -0.52
F 0.53 -0.18 -1.70
P 1.18 1.72 1.10
P -0.85 -0.69 0.42
H 1.24 2.78 0.19
H -1.94 -0.87 -0.42
H -0.78 -1.97 0.93

# 2
Density functional theory data (wB97M-V/def2-TZVPD) for the molecule CH3I at a distorted geometry.

energy relative to the best compared isomer or geometry (same formula, charge and spin): 9.7 kcal/mol
total energy: -9185.73550 eV
SMILES: CI

Element x y z (Å)
C -0.24 0.04 -0.04
I 1.90 0.05 -0.02
H -0.74 -0.99 -0.04
H -0.31 0.42 0.97
H -0.61 0.49 -0.88

# 3
Density functional theory data (wB97M-V/def2-TZVPD) for the molecule CH3I2N at a distorted geometry.

energy relative to the best compared isomer or geometry (same formula, charge and spin): 8.3 kcal/mol
total energy: -18771.38527 eV
2S+1: 3

Element x y z (Å)
C -0.07 1.03 0.11
N -1.22 -1.33 0.43
I -1.81 2.01 -0.11
I -3.11 -1.09 0.15
H 0.70 0.96 -0.61
H 0.53 1.04 0.95
H -0.56 -1.40 -0.31

# 4
Density functional theory data (wB97M-V/def2-TZVPD) for a structure of composition CH3I2N2 at a distorted geometry.

energy relative to the best compared isomer or geometry (same formula, charge and spin): 47.4 kcal/mol
total energy: -20254.94594 eV
charge: +1
2S+1: 3

Element x y z (Å)
C -0.36 -0.44 -0.19
N -0.38 1.17 0.38
N 0.64 -1.01 -0.62
I 1.49 1.90 0.81
I -1.98 1.67 1.66
H -1.37 -1.00 -0.40
H 0.47 -1.83 -1.21
H 1.48 -0.46 -0.43

# 5
Density functional theory data (wB97M-V/def2-TZVPD) for a structure of composition CH3I2NS at a distorted geometry.

energy relative to the best compared isomer or geometry (same formula, charge and spin): 18.8 kcal/mol
total energy: -29610.15649 eV

Element x y z (Å)
C 0.01 0.35 0.11
N -0.79 1.50 -0.07
S -1.44 2.19 1.40
I -3.01 0.73 2.48
I 0.36 2.13 3.19
H 0.36 -0.20 -0.84
H -0.51 -0.37 0.75
H 0.98 0.71 0.56

# 6
Density functional theory data (wB97M-V/def2-TZVPD) for the molecule CH3I2O2P at a distorted geometry.

energy relative to the best compared isomer or geometry (same formula, charge and spin): 28.8 kcal/mol
total energy: -30671.24534 eV
SMILES: OCOP(I)I

Element x y z (Å)
O -1.86 -0.24 -0.83
C -0.51 -0.09 -0.98
O 0.03 0.30 0.27
P 0.77 -0.60 1.40
I 1.06 1.20 3.12
I 3.03 -0.67 0.44
H -2.42 0.43 -0.54
H -0.07 -0.99 -1.22
H -0.02 0.67 -1.66

Question: Number 2 is which compound?
Answer: CH3I